No. 1
22
Properties=species:S:1:pos:R:3:forces:R:3 method="wB97M-V/def2-TZVPD" e_lumo_ev=0.278 gap_ha=0.3365 e_above_lowest_kcal_mol=27.6 energy_ha=-745.15961
C -0.095 -0.543 0.424 0.122 1.529 -0.819
C 0.121 -1.690 2.225 -0.810 0.412 0.323
C 0.074 -0.191 1.855 1.323 -0.575 1.406
C -0.458 1.900 -0.185 -1.589 -2.732 -2.903
C 1.663 0.495 -0.893 -2.036 2.094 -0.474
C -0.650 -0.132 -1.886 1.686 -0.457 -3.599
C 0.048 0.455 -0.715 0.406 0.097 2.750
N 0.215 -2.194 3.373 -0.856 -1.909 0.087
O -2.068 -0.222 -1.853 0.788 0.433 1.105
P -0.317 -2.195 0.494 0.061 -0.662 -0.022
H 0.884 0.475 2.236 -0.012 -0.614 -0.623
H -0.796 0.220 2.331 -0.816 0.278 0.027
H -0.079 2.568 -1.008 -0.722 0.053 1.396
H -1.623 1.813 -0.069 2.278 0.648 -0.376
H 0.008 1.917 0.762 0.480 1.103 0.882
H 1.959 0.986 -1.866 -0.297 -0.239 1.124
H 1.932 -0.509 -0.925 0.962 -1.666 -0.067
H 2.102 1.003 0.003 -0.284 -0.403 -0.958
H -0.190 -1.158 -2.165 -0.648 1.194 0.828
H -0.245 0.495 -2.746 -1.053 -0.410 0.424
H -0.092 -3.232 3.354 1.087 1.854 -0.038
H -2.394 -0.261 -2.746 -0.070 -0.030 -0.472


No. 2
65
Properties=species:S:1:pos:R:3:forces:R:3 method="wB97M-V/def2-TZVPD" e_lumo_ev=-0.957 gap_ha=0.2834 smiles="Cc1ccc(C(C)C)c(OCc2cccc3c2C(=O)c2ccc(B(O)O)cc2C3=O)c1.O=S1(=O)OCCO1" energy_ha=-2145.35797
C 5.170 -2.313 4.772 0.014 0.027 -0.004
C 5.285 -1.525 3.497 0.019 0.144 -0.057
C 6.197 -0.480 3.390 -0.076 0.008 -0.222
C 6.324 0.229 2.202 0.038 -0.211 0.072
C 5.562 -0.063 1.071 0.051 0.023 0.082
C 5.719 0.696 -0.236 0.325 0.157 0.181
C 6.012 -0.245 -1.410 -0.368 -0.129 -0.017
C 6.827 1.754 -0.175 -0.376 0.012 -0.023
C 4.627 -1.090 1.208 -0.185 -0.239 0.081
O 3.810 -1.401 0.139 -0.104 0.490 0.042
C 2.417 -1.470 0.440 0.211 -0.162 -0.070
C 1.606 -0.783 -0.629 -0.146 -0.134 -0.291
C 2.207 0.070 -1.548 -0.020 0.110 -0.113
C 1.470 0.715 -2.535 -0.128 -0.125 0.106
C 0.102 0.511 -2.640 0.192 -0.106 0.047
C -0.516 -0.322 -1.719 0.051 -0.002 0.090
C 0.218 -0.966 -0.712 0.064 0.210 -0.112
C -0.559 -1.810 0.252 -0.048 -0.031 -0.103
O -0.165 -2.861 0.703 0.113 0.108 0.251
C -1.909 -1.263 0.599 -0.072 0.156 -0.021
C -2.434 -1.368 1.881 -0.184 0.017 -0.120
C -3.677 -0.809 2.151 0.221 0.009 -0.281
C -4.411 -0.152 1.153 0.024 0.189 0.039
B -5.815 0.497 1.460 0.014 -0.201 0.090
O -6.553 1.080 0.438 0.100 -0.016 0.347
O -6.348 0.464 2.730 0.082 0.619 -0.363
C -3.875 -0.072 -0.137 0.111 -0.241 0.122
C -2.629 -0.620 -0.411 -0.070 0.025 0.257
C -1.996 -0.530 -1.758 -0.066 -0.133 -0.118
O -2.626 -0.636 -2.785 0.050 0.335 0.094
C 4.495 -1.812 2.389 0.146 0.096 0.213
H 4.209 -2.819 4.860 -0.047 0.009 -0.055
H 5.287 -1.655 5.631 0.016 -0.037 0.069
H 5.948 -3.076 4.826 0.028 -0.011 0.018
H 6.820 -0.209 4.233 -0.018 -0.028 0.051
H 7.048 1.030 2.175 0.008 0.031 -0.083
H 4.789 1.249 -0.402 -0.086 -0.145 -0.161
H 5.135 -0.812 -1.718 0.016 -0.009 0.067
H 6.761 -0.981 -1.114 0.183 0.097 -0.097
H 6.357 0.320 -2.275 0.147 -0.012 -0.008
H 6.858 2.270 -1.134 0.132 0.005 -0.022
H 6.623 2.505 0.587 0.088 -0.004 0.079
H 7.798 1.297 0.016 0.073 0.034 -0.017
H 2.227 -0.979 1.397 -0.042 -0.084 0.083
H 2.123 -2.514 0.513 -0.073 -0.001 0.078
H 3.272 0.241 -1.502 -0.032 -0.099 0.083
H 1.974 1.380 -3.223 0.001 0.002 -0.028
H -0.475 1.003 -3.410 -0.089 -0.065 0.000
H -1.870 -1.869 2.657 0.032 -0.067 -0.030
H -4.075 -0.889 3.155 -0.054 -0.020 0.007
H -6.172 1.939 0.221 -0.188 -0.015 -0.372
H -5.680 0.713 3.376 -0.054 -0.509 0.248
H -4.421 0.423 -0.930 -0.022 -0.038 -0.023
H 3.763 -2.606 2.465 -0.026 -0.027 -0.138
C -8.474 1.488 -2.104 -0.326 -0.121 0.051
C -8.333 0.823 -3.457 0.263 -0.128 0.072
O -8.257 1.925 -4.376 -0.126 0.102 0.078
S -7.500 3.153 -3.691 -0.051 -0.132 0.039
O -6.131 3.149 -4.064 0.027 0.077 0.032
O -8.298 4.313 -3.851 0.021 0.034 -0.077
O -7.601 2.626 -2.184 0.143 -0.087 -0.048
H -9.492 1.840 -1.930 0.003 0.005 -0.040
H -8.155 0.853 -1.284 0.137 0.121 0.039
H -9.182 0.196 -3.715 -0.059 0.125 -0.126
H -7.411 0.244 -3.530 -0.009 -0.005 0.029


No. 3
31
Properties=species:S:1:pos:R:3:forces:R:3 method="wB97M-V/def2-TZVPD" e_lumo_ev=-0.075 gap_ha=0.3934 e_above_lowest_kcal_mol=11.7 energy_ha=-1291.90090
Ar -0.216 -0.323 0.555 0.057 -0.021 -0.021
O -3.349 0.276 1.219 -0.165 0.063 -0.030
H -3.041 0.008 2.085 0.130 0.065 0.229
H -3.750 -0.513 0.853 -0.099 -0.277 -0.228
O -1.571 3.654 2.092 0.200 0.433 0.818
H -1.680 3.124 1.303 -0.184 -0.278 -0.772
H -1.093 3.087 2.698 0.128 0.010 0.219
O 2.913 1.007 0.138 -0.017 0.277 -0.554
H 3.324 1.857 -0.018 0.262 0.246 -0.121
H 2.628 1.041 1.051 -0.430 -0.103 0.784
O -1.965 -3.708 0.608 -0.293 0.184 0.110
H -1.095 -3.965 0.302 0.232 -0.085 -0.399
H -1.881 -3.664 1.560 0.001 -0.039 0.251
O -0.891 -3.586 -2.239 0.085 -0.296 0.302
H -0.497 -3.766 -3.092 0.071 -0.027 -0.214
H -0.998 -2.635 -2.219 -0.135 0.422 -0.094
O 2.551 0.571 2.882 -0.018 0.257 -0.097
H 2.070 0.073 3.543 -0.243 -0.149 0.050
H 3.471 0.454 3.116 0.325 -0.065 0.065
O -0.714 -0.246 -3.537 -0.360 -0.723 -0.242
H 0.082 -0.081 -3.030 0.328 0.463 0.233
H -1.257 0.528 -3.390 -0.053 0.220 0.073
O -2.449 2.507 -0.178 0.362 0.302 -0.532
H -2.817 1.682 0.138 -0.200 -0.614 0.314
H -3.182 3.122 -0.154 -0.197 0.241 -0.052
O 3.621 -1.634 0.295 0.225 -0.689 0.262
H 3.507 -0.688 0.380 -0.018 0.391 -0.199
H 3.203 -1.853 -0.538 -0.089 -0.070 -0.152
O 1.370 1.339 -2.328 -0.327 0.004 -0.413
H 1.536 1.346 -1.385 0.152 -0.113 0.517
H 2.173 0.986 -2.710 0.271 -0.031 -0.106


No. 4
66
Properties=species:S:1:pos:R:3:forces:R:3 method="wB97M-V/def2-TZVPD" e_lumo_ev="3.909 / 3.907" charge=-2 spin_multiplicity=3 gap_ha="0.1583 / 0.1811" e_above_lowest_kcal_mol=23.0 energy_ha=-4897.75562
Ti 0.285 0.030 0.307 0.720 -0.410 0.441
C -1.541 6.088 2.984 -0.028 0.056 0.046
C -0.324 5.236 2.652 0.055 0.026 -0.090
N -0.347 4.736 1.288 0.152 -0.120 -0.048
C -0.814 3.462 0.966 0.060 0.126 0.019
S -1.870 2.665 2.046 -0.017 -0.126 -0.112
N -0.404 3.091 -0.229 -0.113 -0.078 0.327
N -0.627 1.792 -0.599 0.016 0.597 -0.263
C -1.051 1.620 -1.803 -0.497 -0.060 -0.176
C -1.520 2.737 -2.684 0.193 -0.011 -0.142
C -1.148 0.233 -2.281 -0.305 0.355 -0.423
C -1.615 -0.099 -3.554 -0.008 0.161 0.152
C -1.667 -1.427 -3.925 -0.002 -0.003 -0.081
C -1.241 -2.397 -3.032 0.094 -0.207 0.082
C -0.770 -1.999 -1.797 0.055 0.065 0.027
N -0.755 -0.713 -1.430 0.073 -0.406 0.237
H -1.469 6.488 4.000 0.004 -0.008 0.004
H -1.630 6.925 2.287 0.021 -0.006 -0.005
H -2.442 5.481 2.913 -0.009 -0.038 -0.018
H 0.585 5.837 2.761 -0.033 -0.006 -0.019
H -0.255 4.404 3.354 -0.029 -0.029 0.003
H 0.467 4.955 0.732 -0.042 0.037 0.024
H -1.259 3.690 -2.234 0.001 -0.029 0.034
H -1.057 2.665 -3.670 0.010 0.019 -0.013
H -2.604 2.690 -2.816 -0.009 -0.034 0.009
H -1.891 0.683 -4.245 -0.024 -0.014 -0.017
H -1.990 -1.702 -4.921 -0.010 -0.001 -0.006
H -1.186 -3.442 -3.301 -0.012 0.005 -0.021
H -0.320 -2.695 -1.096 -0.037 -0.069 -0.036
O 1.649 -1.077 -6.490 -0.106 0.015 -0.035
C 1.796 -1.246 -5.292 0.212 -0.006 0.108
S 1.939 0.043 -4.105 -0.064 0.010 -0.172
C 2.097 -0.943 -2.642 -0.044 0.423 0.156
C 2.123 -2.282 -2.822 -0.024 -0.613 0.253
S 2.241 -3.643 -1.730 -0.041 0.391 -0.129
S 1.951 -2.811 -4.504 -0.048 0.097 -0.164
S 2.272 0.059 -1.194 0.068 -0.287 -0.154
Cl 5.937 -0.505 4.850 0.020 -0.008 0.008
C 4.591 -0.061 3.798 0.035 -0.036 0.023
C 4.403 1.283 3.492 -0.083 0.042 -0.062
C 3.320 1.620 2.681 0.082 -0.189 0.157
C 2.450 0.656 2.181 -0.172 0.103 -0.134
O 1.386 1.049 1.493 -0.209 0.162 0.217
C 2.680 -0.737 2.455 0.454 -0.071 0.355
C 1.891 -1.784 1.950 -0.011 0.076 -0.046
O 0.912 -1.631 1.116 -0.617 0.025 -0.016
C 3.775 -1.049 3.311 -0.084 0.047 -0.068
H 5.075 2.035 3.881 -0.001 -0.003 0.000
H 3.113 2.652 2.431 -0.012 0.008 -0.011
H 2.084 -2.808 2.277 0.163 0.058 -0.028
H 3.976 -2.085 3.555 -0.015 -0.004 -0.004
N -3.156 -2.103 2.050 0.173 0.150 -0.173
C -2.532 -1.334 1.105 -0.085 0.134 0.194
N -1.572 -0.608 1.598 0.087 -0.469 -0.602
C -1.517 -0.935 2.938 0.265 0.352 0.343
C -0.646 -0.446 3.913 -0.166 -0.183 -0.032
C -0.803 -0.942 5.191 0.001 0.013 0.019
C -1.798 -1.886 5.496 0.012 -0.017 0.033
C -2.669 -2.370 4.537 0.035 0.044 -0.063
C -2.503 -1.870 3.247 -0.039 -0.041 0.107
H -3.876 -2.775 1.870 -0.062 -0.032 0.004
H -2.825 -1.342 0.068 -0.021 -0.025 -0.010
H 0.108 0.282 3.648 0.025 0.047 0.008
H -0.147 -0.602 5.981 0.012 0.006 -0.017
H -1.879 -2.247 6.514 -0.022 -0.012 -0.009
H -3.431 -3.100 4.777 -0.001 0.000 0.008


No. 5
53
Properties=species:S:1:pos:R:3:forces:R:3 method="wB97M-V/def2-TZVPD" e_lumo_ev=-5.393 charge=+1 gap_ha=0.1573 energy_ha=-1706.92419
C 1.387 -2.605 1.487 -0.014 -0.297 0.062
C 1.429 -1.576 0.887 0.051 -0.259 -0.712
N 1.580 -0.612 -0.055 0.055 0.557 0.250
C 2.343 0.500 -0.042 0.455 -0.078 0.410
C 3.164 0.855 1.148 -1.071 0.479 -0.398
S 4.219 2.315 0.900 1.793 -0.181 0.808
O 4.326 2.943 2.177 -0.822 0.108 -0.130
O 5.434 1.866 0.304 -0.352 -0.222 -0.818
N 2.205 1.139 -1.192 -0.087 -0.340 0.089
N 1.348 0.442 -1.928 0.023 0.517 -0.338
N 0.976 -0.572 -1.266 -0.328 -0.493 0.179
O 0.126 -1.490 -1.685 0.149 -0.068 -0.300
C -1.218 -1.354 -1.084 -0.995 0.913 0.993
C -1.627 0.090 -0.726 0.021 -0.570 0.015
H 1.384 -3.560 1.964 -0.095 0.081 0.258
H 2.468 1.114 1.953 0.095 -0.008 0.061
H 3.749 -0.006 1.472 0.384 0.221 -0.037
H 3.542 3.107 0.020 -0.158 -0.282 0.180
H -1.934 -1.782 -1.779 0.520 -0.256 -0.396
H -1.234 -1.959 -0.181 0.098 -0.202 -0.129
H -2.705 0.178 -0.855 -0.009 -0.043 -0.062
H -1.448 0.276 0.333 0.226 0.228 -0.073
H -1.175 0.860 -1.349 0.026 -0.034 -0.040
N 3.042 4.914 5.711 0.059 0.064 -0.037
C 3.763 4.984 4.547 -0.101 -0.065 -0.008
C 4.416 6.187 4.535 -0.008 -0.011 -0.023
C 4.081 6.867 5.737 0.010 0.022 0.004
C 3.234 6.056 6.442 -0.054 -0.042 0.013
H 2.463 4.144 5.988 0.010 -0.007 0.037
H 3.752 4.179 3.829 0.015 0.166 0.186
H 5.066 6.542 3.752 0.010 -0.004 0.009
H 4.423 7.840 6.048 0.003 -0.006 0.002
H 2.753 6.191 7.395 0.011 0.019 -0.003
N -3.489 -5.960 -1.030 0.045 0.067 0.085
C -3.374 -6.214 0.309 -0.054 -0.042 -0.060
C -2.236 -5.601 0.758 0.014 0.053 0.047
C -1.644 -4.949 -0.358 0.000 0.114 0.029
C -2.444 -5.188 -1.446 -0.033 0.043 -0.080
H -4.231 -6.294 -1.619 -0.001 -0.011 -0.004
H -4.108 -6.809 0.824 0.023 -0.008 0.017
H -1.870 -5.620 1.771 -0.015 -0.029 0.001
H -0.732 -4.372 -0.360 0.050 -0.076 -0.053
H -2.357 -4.880 -2.474 0.033 -0.044 -0.005
N -3.114 -0.389 -4.260 -0.238 0.001 -0.053
C -4.456 -0.170 -4.064 0.047 0.013 0.100
C -5.038 -0.010 -5.290 -0.032 -0.007 0.020
C -4.015 -0.140 -6.267 0.019 -0.016 -0.008
C -2.842 -0.375 -5.605 0.148 -0.007 0.043
H -2.449 -0.530 -3.527 0.110 0.020 -0.091
H -4.876 -0.146 -3.073 -0.030 0.011 -0.018
H -6.083 0.179 -5.469 0.003 -0.002 -0.002
H -4.129 -0.070 -7.336 0.001 -0.002 0.002
H -1.842 -0.533 -5.971 -0.012 0.013 -0.023


No. 6
56
Properties=species:S:1:pos:R:3:forces:R:3 method="wB97M-V/def2-TZVPD" e_lumo_ev=0.429 gap_ha=0.3332 e_above_lowest_kcal_mol=42.4 smiles="O=C(Nc1ccc(S(=O)(=O)N2CCCC2)cc1)c1ccc(OC[C@@H]2CCCO2)cc1" energy_ha=-1737.82914
O 0.752 0.697 2.031 -0.043 -0.047 0.107
C 1.120 0.781 0.878 -0.023 -0.018 -0.133
N 0.268 0.772 -0.201 0.238 0.046 -0.362
C -1.121 0.721 -0.215 -0.444 -0.010 0.029
C -1.754 0.577 -1.453 0.046 0.036 0.157
C -3.132 0.529 -1.530 -0.093 0.008 -0.091
C -3.881 0.628 -0.374 -0.625 -0.125 -0.104
C -3.270 0.776 0.857 0.078 0.039 -0.056
C -1.892 0.821 0.945 0.010 0.042 0.170
H -1.403 0.929 1.898 -0.029 -0.002 0.003
H -3.888 0.857 1.737 0.018 -0.006 0.196
S -5.664 0.563 -0.443 0.381 -0.152 0.243
O -6.060 0.263 -1.795 0.176 -0.124 0.014
O -6.212 1.738 0.169 0.020 -0.005 0.257
N -5.943 -0.728 0.603 0.285 1.039 -0.511
C -7.258 -0.728 1.227 -0.608 0.210 0.188
H -7.157 -1.110 2.248 -0.037 0.067 -0.048
H -7.631 0.294 1.256 -0.106 -0.089 0.186
C -8.088 -1.677 0.366 0.097 -0.019 0.115
H -8.379 -1.170 -0.554 -0.065 0.020 -0.001
H -8.977 -2.044 0.875 -0.064 0.009 -0.019
C -7.075 -2.782 0.062 -0.038 0.129 -0.004
H -7.300 -3.316 -0.858 0.020 -0.078 0.008
H -7.046 -3.497 0.885 -0.006 -0.045 -0.029
C -5.737 -2.026 -0.028 0.516 -0.631 -0.292
H -4.931 -2.555 0.490 -0.060 -0.015 -0.110
H -5.440 -1.862 -1.066 0.019 -0.245 0.065
H -3.643 0.418 -2.474 0.010 -0.034 -0.143
H -1.160 0.505 -2.353 0.047 -0.017 -0.092
H 0.700 0.744 -1.113 -0.017 -0.038 0.230
C 2.555 0.875 0.508 0.345 0.014 0.098
C 3.487 0.315 1.378 -0.297 0.120 -0.153
C 4.841 0.365 1.117 0.315 0.010 0.015
C 5.298 1.007 -0.030 -0.379 0.165 -0.088
C 4.370 1.596 -0.895 0.298 -0.072 0.013
C 3.020 1.527 -0.635 -0.036 -0.127 0.179
H 2.336 2.023 -1.310 -0.054 0.048 -0.059
H 4.741 2.110 -1.768 0.041 0.068 -0.086
O 6.595 1.147 -0.404 -0.315 0.026 -0.175
C 7.642 0.617 0.378 0.441 -0.597 0.240
C 7.930 -0.878 0.120 0.206 0.634 -0.079
H 8.944 -1.073 0.500 -0.105 0.057 -0.058
O 7.020 -1.694 0.842 0.035 0.150 0.116
C 6.375 -2.597 -0.036 -0.145 -0.307 -0.240
C 6.446 -1.961 -1.422 0.006 0.007 0.228
H 5.642 -1.234 -1.544 -0.021 -0.026 -0.019
H 6.384 -2.698 -2.219 -0.035 -0.017 -0.049
C 7.801 -1.257 -1.365 0.006 -0.036 0.137
H 8.599 -1.942 -1.649 0.019 0.011 -0.019
H 7.843 -0.377 -2.003 0.056 -0.019 -0.062
H 6.904 -3.561 -0.024 -0.102 0.050 0.002
H 5.355 -2.745 0.326 0.049 -0.033 -0.036
H 8.523 1.193 0.081 -0.075 -0.073 0.089
H 7.463 0.770 1.447 0.011 0.062 -0.055
H 5.528 -0.116 1.795 0.051 -0.034 0.001
H 3.124 -0.173 2.271 -0.021 -0.028 0.085